DFT (ωB97M-V/def2-TZVPD) results for a gas-phase ion, C6H13N2O (charge +1) in a non-equilibrium geometry.

The geometry in ORCA input format:
```
! RIJCOSX wB97M-V def2-TZVPD def2/J DEFGRID3
* xyz 1 1
C 0.458 -0.832 -0.602
C 0.306 0.455 -1.257
C 1.005 -1.385 1.644
C 1.350 -2.773 1.194
C -0.554 2.671 -1.204
C -1.983 0.909 -0.184
N 0.594 -0.430 0.864
N -0.615 1.251 -0.853
O 0.165 0.663 1.268
H 1.316 -1.401 -0.715
H -0.412 -1.424 -0.586
H 1.150 0.854 -1.718
H 1.173 -1.043 2.719
H 1.845 -3.302 2.039
H 1.879 -2.552 0.320
H 0.445 -3.354 0.945
H -0.702 3.225 -0.318
H 0.532 2.914 -1.530
H -1.225 3.108 -1.937
H -2.656 1.300 -0.889
H -2.148 -0.161 -0.101
H -1.921 1.309 0.899
*
```

Calculated values
- energy above the lowest of the compared OMol25 structures with the same formula, charge and spin (kcal per mole) = 116.7
- LUMO level (eV) = -4.41
- SMILES = C/C=[N+](/[O-])CC=[N+](C)C
- gap between HOMO and LUMO (eV) = 8.18
- strongest force on any atom (Eh/bohr) = 0.0640
- E_HOMO (Ha) = -0.463

=====

DFT (ωB97M-V/def2-TZVPD) results for a molecular structure, C38H38N7O3S2V.

The geometry in ORCA input format:
```
! RIJCOSX wB97M-V def2-TZVPD def2/J DEFGRID3
* xyz 1 4
V 0.097 -0.026 -0.181
C -0.553 4.981 0.234
N -1.265 3.953 0.968
C -2.551 4.059 1.457
C -2.839 2.902 2.073
N -1.721 2.080 1.971
C -0.747 2.744 1.270
S 0.811 2.269 0.811
C -1.628 0.803 2.594
C -2.553 0.459 3.577
C -2.397 -0.756 4.214
C -1.334 -1.577 3.868
C -0.494 -1.154 2.860
N -0.634 0.011 2.225
H -1.239 5.805 0.055
H -0.197 4.573 -0.711
H 0.303 5.329 0.807
H -3.148 4.940 1.310
H -3.755 2.587 2.533
H -3.355 1.119 3.865
H -3.097 -1.050 4.985
H -1.172 -2.530 4.351
H 0.319 -1.780 2.515
O -1.881 -2.044 0.599
S -1.381 -2.755 -0.566
O -2.341 -3.423 -1.406
N -0.458 -1.715 -1.324
C -0.054 -1.789 -2.644
C -0.355 -2.761 -3.575
C 0.159 -2.680 -4.885
C 0.960 -1.649 -5.286
C 1.279 -0.624 -4.364
C 2.091 0.486 -4.691
C 2.350 1.442 -3.751
C 1.790 1.299 -2.469
N 1.032 0.281 -2.125
C 0.769 -0.690 -3.054
C -0.306 -4.012 0.091
C -0.596 -4.552 1.335
C 0.202 -5.570 1.841
C 1.270 -6.050 1.097
C 1.547 -5.507 -0.150
C 0.766 -4.478 -0.654
H -1.000 -3.582 -3.301
H -0.096 -3.464 -5.587
H 1.350 -1.599 -6.293
H 2.501 0.564 -5.691
H 2.968 2.301 -3.970
H 1.963 2.048 -1.705
H -1.442 -4.174 1.893
H -0.023 -6.001 2.808
H 1.880 -6.857 1.484
H 2.367 -5.894 -0.741
H 0.984 -4.052 -1.626
N 1.853 -0.984 0.581
C 2.827 -1.457 0.991
N 3.907 -1.993 1.479
C 4.968 -2.529 0.617
C 5.217 -3.995 0.942
C 5.455 -4.194 2.437
C 4.289 -3.637 3.252
C 4.068 -2.167 2.929
H 5.872 -1.937 0.797
H 4.669 -2.383 -0.419
H 6.072 -4.345 0.362
H 4.346 -4.576 0.631
H 6.379 -3.687 2.732
H 5.594 -5.253 2.655
H 4.481 -3.740 4.321
H 3.377 -4.195 3.024
H 4.928 -1.570 3.248
H 3.181 -1.766 3.419
C -2.397 1.970 -2.678
C -2.654 1.345 -1.338
O -1.742 0.831 -0.706
C -4.014 1.341 -0.753
C -4.293 0.416 0.254
C -5.541 0.416 0.852
C -6.502 1.341 0.460
C -6.228 2.255 -0.548
C -4.988 2.247 -1.167
H -1.361 1.802 -2.962
H -2.595 3.043 -2.639
H -3.067 1.546 -3.427
H -3.538 -0.311 0.534
H -5.771 -0.315 1.616
H -7.476 1.339 0.932
H -6.984 2.964 -0.858
H -4.781 2.954 -1.958
*
```

Calculated values
- energy above the lowest of the compared OMol25 structures with the same formula, charge and spin (kcal per mole) = 5.3
- LUMO level (alpha / beta) (eV) = -2.28 / -2.38
- gap between HOMO and LUMO (alpha / beta) (eV) = 6.93 / 7.42
- strongest force on any atom (Eh/bohr) = 0.0131
- E_HOMO (alpha / beta) (Ha) = -0.338 / -0.360

=====

DFT (ωB97M-V/def2-TZVPD) results for a molecular structure, C19H36As3F3N3O2STl in a non-equilibrium geometry.

The geometry in ORCA input format:
```
! RIJCOSX wB97M-V def2-TZVPD def2/J DEFGRID3
* xyz 2 1
Tl 0.125 0.147 -0.266
C 0.772 -4.080 -0.510
As 1.246 -2.397 -1.393
C 3.192 -2.607 -1.336
C 0.642 -2.932 -3.226
C 0.720 -1.963 -4.409
C 0.665 -2.853 -5.670
C -0.501 -1.047 -4.480
As -0.825 0.377 -3.082
C -0.281 2.064 -3.935
C -2.768 0.552 -3.326
C 2.027 -1.164 -4.380
As 2.935 -0.731 -6.134
C 2.042 0.960 -6.626
C 4.533 0.071 -5.316
H 1.235 -4.906 -1.055
H -0.306 -4.231 -0.485
H 1.151 -4.081 0.512
H 3.496 -3.402 -2.019
H 3.459 -2.895 -0.320
H 3.697 -1.680 -1.590
H -0.382 -3.302 -3.101
H 1.284 -3.800 -3.427
H -0.209 -3.500 -5.653
H 1.557 -3.475 -5.728
H 0.627 -2.243 -6.573
H -1.417 -1.648 -4.478
H -0.468 -0.478 -5.415
H -0.498 2.043 -5.006
H 0.780 2.244 -3.783
H -0.848 2.880 -3.483
H -3.006 0.604 -4.392
H -3.122 1.465 -2.847
H -3.296 -0.295 -2.888
H 2.786 -1.760 -3.866
H 1.873 -0.248 -3.798
H 1.019 0.789 -6.955
H 2.586 1.399 -7.461
H 2.053 1.666 -5.798
H 5.162 -0.696 -4.868
H 4.256 0.797 -4.553
H 5.115 0.572 -6.088
F 0.278 1.104 5.041
C -0.434 2.215 4.859
F -1.327 2.284 5.842
F 0.416 3.246 5.021
C -1.096 2.324 3.504
C -2.090 3.280 3.374
C -2.691 3.493 2.140
C -2.260 2.716 1.080
N -1.294 1.819 1.193
C -0.688 1.594 2.371
S 0.585 0.438 2.410
H -2.380 3.856 4.242
H -3.458 4.237 2.009
H -2.681 2.809 0.088
C 5.305 2.451 -1.288
O 4.350 1.443 -1.632
C 3.096 1.502 -1.247
O 2.325 0.590 -1.534
N 2.676 2.597 -0.573
N 1.347 2.648 -0.124
H 6.230 2.138 -1.768
H 5.461 2.498 -0.208
H 5.024 3.432 -1.676
H 3.323 3.321 -0.282
H 0.830 3.381 -0.612
H 1.325 2.832 0.878
*
```

Calculated values
- energy above the lowest of the compared OMol25 structures with the same formula, charge and spin (kcal per mole) = 26.0
- LUMO level (eV) = -8.17
- gap between HOMO and LUMO (eV) = 5.02
- strongest force on any atom (Eh/bohr) = 0.0356
- E_HOMO (Ha) = -0.485

=====

DFT (ωB97M-V/def2-TZVPD) results for a molecular structure, C3H2O3V in a non-equilibrium geometry.

The geometry in ORCA input format:
```
! RIJCOSX wB97M-V def2-TZVPD def2/J DEFGRID3
* xyz 0 4
H -1.337 -0.975 0.773
O -1.532 0.968 0.083
C -0.746 -0.046 0.625
C 0.431 -0.357 -0.296
C 1.726 -0.288 0.129
O 0.123 -0.421 -1.621
O 2.798 0.119 0.416
V -1.223 0.843 -1.721
H -0.241 0.157 1.613
*
```

Calculated values
- energy above the lowest of the compared OMol25 structures with the same formula, charge and spin (kcal per mole) = 0.0
- LUMO level (alpha / beta) (eV) = -0.83 / -0.90
- gap between HOMO and LUMO (alpha / beta) (eV) = 6.65 / 6.70
- strongest force on any atom (Eh/bohr) = 0.0530
- E_HOMO (alpha / beta) (Ha) = -0.275 / -0.279

=====

Q: Which of these has the highest strongest force on any atom?
A: C6H13N2O